C38H40MoN7O5 | ωB97M-V with the def2-TZVPD basis set

Its spin multiplicity is 3. The value obtained for the LUMO energy (spin up / spin down) is -3.42 / -3.71 eV. The net charge is +1.

XYZ file:
```
91
Properties=species:S:1:pos:R:3:forces:R:3:lowdin_spin:R:1
Mo 0.8157 0.5969 -0.3652 2.97 -3.36 2.10 1.43
C 2.8389 1.8681 1.3877 0.64 0.19 1.96 -0.01
C 3.7158 1.1451 2.2295 -1.07 0.44 -0.78 0.03
C 4.4509 0.2151 1.4291 -0.56 1.00 -1.40 -0.02
C 4.0859 0.4410 0.1020 0.55 -1.08 0.14 0.03
C 3.0600 1.4335 0.0469 -1.16 -0.51 -0.88 0.00
H 2.1613 2.6781 1.6820 0.43 -0.31 0.01 0.00
H 3.8663 1.2665 3.2943 -0.31 0.01 -0.04 0.00
H 5.2052 -0.4645 1.7776 0.07 -0.16 0.08 0.00
H 4.4939 -0.0190 -0.8012 -0.01 0.05 0.42 0.00
H 2.9483 2.0419 -0.8392 0.30 0.37 0.12 0.00
C -3.2199 -1.3969 3.0872 -0.26 0.35 0.55 0.00
C -1.8450 -1.9471 3.0338 0.13 -0.36 -0.31 0.00
N -0.8478 -1.4826 2.3037 -0.12 -0.67 0.38 0.00
C 0.2114 -2.3488 2.5094 -1.04 0.52 0.49 0.00
C -0.1788 -3.3403 3.4303 -0.02 0.81 -0.63 0.00
N -1.4929 -3.0626 3.7238 0.17 0.63 -0.49 0.00
C 0.3738 -4.5005 4.1444 0.83 -1.25 0.42 0.00
O 1.6148 -4.9126 3.7970 -0.76 0.76 -0.01 0.00
O -0.2923 -5.0788 4.9930 0.79 0.67 -1.07 0.00
C 1.4838 -2.1157 1.7556 0.45 -1.47 0.59 0.00
O 2.4161 -2.8976 2.0611 -0.34 0.48 -0.54 0.00
O 1.5369 -1.2749 0.8002 -0.35 1.38 -0.47 0.01
H -3.4350 -0.7999 2.2012 0.13 0.10 0.13 0.00
H -3.3116 -0.7715 3.9975 -0.18 -0.15 -0.52 0.00
H -3.9728 -2.1900 3.1371 0.15 0.06 0.08 0.00
H -2.0827 -3.6406 4.3156 0.38 0.14 -0.07 0.00
H 2.0309 -4.2676 3.1506 -0.39 -0.11 0.33 0.00
N -0.2705 1.4490 0.6992 -1.77 1.28 0.28 -0.13
C -1.3087 2.0624 1.3033 1.28 -0.71 -0.10 0.20
C -1.4512 2.1413 2.7322 -0.40 0.85 2.52 0.00
C -0.3770 1.8783 3.6153 0.11 -0.40 -1.28 0.06
C -0.5091 1.8879 4.9735 -0.39 -0.18 0.89 -0.01
C -1.7424 2.1290 5.5524 -0.50 0.10 -0.12 0.07
C -2.8473 2.4563 4.7577 0.63 0.22 0.12 -0.01
C -2.6809 2.5682 3.3904 0.58 -1.04 -1.44 0.06
C -2.2241 2.7883 0.4509 -0.93 1.35 -1.61 0.01
C -2.6330 2.3204 -0.8029 0.17 -0.79 -0.26 0.04
C -3.2721 3.1071 -1.7547 -0.10 0.32 0.50 0.00
C -3.4750 4.4461 -1.4735 -0.20 0.68 0.15 0.04
C -3.1766 4.9451 -0.1886 -0.13 -0.31 -1.17 0.00
C -2.5842 4.1275 0.7451 0.42 -0.32 0.50 0.03
H 0.5951 1.6136 3.2352 0.15 -0.10 -0.42 0.00
H 0.3225 1.6246 5.6150 0.10 0.12 -0.14 0.00
H -1.8652 2.0755 6.6214 0.03 -0.04 0.18 0.00
H -3.7989 2.6516 5.2457 0.10 0.09 -0.30 0.00
H -3.5147 2.8688 2.7570 0.07 -0.19 0.26 0.00
H -2.4440 1.2877 -1.0756 0.09 0.00 0.12 0.00
H -3.6629 2.6931 -2.6793 0.36 -0.08 0.06 0.00
H -3.8667 5.1128 -2.2541 -0.02 -0.29 0.51 0.00
H -3.3880 5.9803 0.0334 0.02 0.05 0.13 0.00
H -2.3329 4.5499 1.7108 0.08 -0.06 -0.03 0.00
C 1.2790 0.7745 -5.7189 0.02 -0.31 -0.77 0.00
N 0.9376 1.5377 -4.5308 -0.73 0.58 0.57 0.00
C -0.0201 2.5164 -4.5952 1.10 -0.69 0.30 0.01
C -0.1671 3.3570 -3.5462 -0.47 0.94 -0.92 0.00
C 0.5155 3.0601 -2.3574 0.47 -0.13 1.74 0.01
N 1.0097 1.7934 -2.1363 0.12 1.25 -1.77 0.03
C 1.6264 1.3038 -3.3150 -0.04 -1.05 -0.10 0.01
O 2.6534 0.6415 -3.3280 -1.10 0.23 0.48 0.01
N 0.6890 3.9820 -1.3928 -0.54 -0.50 -0.90 0.02
H 0.9804 1.3364 -6.6255 0.36 -0.15 0.59 0.00
H 0.7338 -0.1806 -5.7719 0.21 0.21 0.29 0.00
H 2.3562 0.5849 -5.7203 -0.30 0.07 -0.10 0.00
H -0.5276 2.5626 -5.5478 -0.11 0.38 0.08 0.00
H -0.7170 4.2925 -3.6445 -0.02 -0.42 0.10 0.00
H 0.4992 4.9616 -1.5601 -0.26 -0.32 0.08 0.00
H 1.1550 3.7252 -0.5462 0.26 -0.11 0.36 0.00
C 1.7302 -4.8936 -2.5785 0.65 0.21 -0.36 0.00
N 2.3273 -3.5001 -2.5613 -0.34 0.15 -0.44 0.00
C 3.0572 -3.2639 -1.2740 0.31 0.40 -0.36 0.00
C 1.3643 -2.3410 -2.9384 -0.59 -0.30 0.27 0.00
C 0.0711 -2.2383 -2.1104 -0.29 -0.14 0.12 0.01
C -0.8906 -3.2562 -2.3460 0.10 0.15 -0.13 0.00
C -2.1898 -3.1777 -1.8367 0.40 -0.33 -0.24 0.02
C -2.5241 -2.1007 -1.0381 0.41 0.09 0.00 0.00
C -1.5611 -1.1502 -0.7404 -0.29 0.26 0.70 0.02
C -0.2542 -1.1462 -1.2318 0.34 -0.06 -1.40 0.00
H 2.5812 -5.5875 -2.4418 -0.53 0.29 -0.15 0.00
H 1.2507 -5.0424 -3.5627 0.21 -0.08 0.61 0.00
H 1.0334 -5.0097 -1.7471 0.09 0.15 -0.23 0.00
H 3.0278 -3.4905 -3.3191 -0.31 0.04 0.45 0.00
H 2.3751 -3.4226 -0.4428 0.14 -0.01 0.05 0.00
H 3.4003 -2.2168 -1.2747 -0.07 -0.48 0.19 0.00
H 3.9102 -3.9579 -1.2738 -0.34 0.27 0.30 0.00
H 1.1107 -2.5036 -4.0017 0.09 -0.16 0.45 0.00
H 1.9513 -1.4243 -2.9051 0.15 -0.15 0.24 0.00
H -0.6392 -4.1424 -2.9651 -0.25 0.90 0.32 0.00
H -2.8965 -3.9671 -2.0805 0.05 0.18 0.11 0.00
H -3.4932 -1.9455 -0.5936 -0.30 -0.33 -0.08 0.00
H -1.8687 -0.4102 0.0055 0.23 -0.17 -0.38 0.00
```
Positions in Å, forces in eV/Å.

=====

C38H40N3O9P2 | ωB97M-V with the def2-TZVPD basis set

Its spin multiplicity is 1. The value obtained for the LUMO energy is 0.24 eV. The net charge is -1.

XYZ file:
```
92
Properties=species:S:1:pos:R:3:forces:R:3:lowdin_charge:R:1
C 1.8004 2.5637 4.1069 0.23 -0.08 -0.80 -0.15
C 3.2429 1.9486 3.5293 -0.33 1.51 -0.66 -0.25
C 2.9878 1.2820 2.0539 0.48 -0.53 -0.23 -0.19
C 2.4170 -0.2897 2.1275 1.81 1.64 0.87 -0.21
N 1.3538 -0.3833 1.0747 0.36 -1.07 -0.99 -0.06
C 0.5869 -1.6740 1.0452 2.06 -1.07 0.86 -0.42
C 1.6790 -2.9209 0.9753 6.20 -4.77 -1.03 -0.46
O 1.5678 -4.0912 1.6068 -1.07 5.74 -2.37 -0.14
O 2.9177 -2.7653 0.1392 -6.62 0.84 4.10 -0.26
N -0.4189 -1.8617 -0.0349 1.39 -0.08 -0.97 -0.25
C -0.6694 -0.7094 -0.9500 -2.09 0.78 -1.72 -0.22
C -1.9627 0.2452 -0.4826 0.46 0.26 -0.82 -0.34
C -1.6061 1.3031 0.7110 -1.36 0.46 -0.17 -0.12
C -3.3093 -0.6709 -0.2236 0.07 -0.78 -1.02 -0.12
P -0.2138 -3.2905 -1.0539 3.89 0.24 -4.24 0.77
O 0.9632 -3.1669 -2.1493 -4.19 -0.50 3.57 -0.50
P -0.4545 -1.6831 2.7046 -2.95 -0.46 2.10 0.79
N -1.9933 -2.1317 2.4564 1.42 1.79 0.85 -0.23
O -0.5236 -0.0685 3.4157 1.09 -2.64 1.09 -0.29
O 0.2433 -2.7088 3.9299 -2.24 1.71 -0.67 -0.27
H 1.8484 3.7521 4.1239 -0.03 -2.59 0.30 0.07
H 0.9488 2.3074 3.3104 1.74 0.29 2.07 0.07
H 1.5816 2.1080 5.1675 0.14 1.11 -2.13 0.07
H 3.7721 1.2500 4.3072 -1.13 1.13 -1.65 0.10
H 3.9420 2.9027 3.3786 -1.28 -2.19 0.32 0.10
H 3.9940 1.2940 1.4101 -2.12 -0.04 1.47 0.10
H 2.2065 1.9016 1.4407 1.42 -0.98 1.34 0.10
H 3.3692 -0.9531 1.9618 -2.14 0.76 0.11 0.12
H 2.0722 -0.4307 3.2346 0.08 0.00 -2.24 0.11
H 1.8801 -0.3486 0.1516 -0.73 -0.34 1.38 0.13
H -1.0622 -1.1928 -1.9739 0.96 1.08 2.16 0.11
H 0.2556 -0.0710 -1.2722 -1.63 -1.24 0.95 0.13
H -2.2058 0.9017 -1.4506 0.68 -1.42 1.99 0.12
H -2.1108 2.3374 0.4188 1.00 -2.04 0.63 0.08
H -0.4669 1.5165 0.8751 -2.23 -0.81 -0.20 0.06
H -2.1795 0.9393 1.6751 1.64 0.80 -1.70 0.06
H -3.8829 -0.4253 0.7666 1.11 -0.27 -2.00 0.07
H -3.0521 -1.8338 -0.1881 -0.32 2.61 0.17 0.06
H -4.0109 -0.5550 -1.1839 1.28 -0.09 2.33 0.07
H -0.1530 -4.5624 -0.3268 -0.19 1.55 -0.07 0.04
H -1.4369 -3.3999 -1.8628 0.54 0.38 1.33 0.01
H -2.6237 -1.3247 2.7472 1.12 -1.40 -0.48 -0.02
H -0.4032 -0.1946 4.4171 -0.13 0.20 -2.17 0.08
H -0.5576 -2.9603 4.5189 1.68 0.55 -1.66 0.09
C -8.3574 -5.9148 -1.1949 -0.22 0.32 -0.03 -0.06
C -7.0750 -5.3782 -1.3065 -0.08 0.36 -0.03 -0.05
C -6.9039 -3.9987 -1.4332 0.02 -0.30 0.02 0.02
C -8.0198 -3.1535 -1.4607 0.22 -0.61 0.02 -0.08
C -9.3029 -3.6923 -1.3738 0.21 -0.55 0.06 -0.09
C -9.4719 -5.0754 -1.2289 0.25 -0.19 -0.01 0.00
C -10.4888 -2.8150 -1.4516 -1.22 -0.63 0.11 -0.28
O -11.6162 -3.2870 -1.3719 0.56 0.28 -0.05 0.09
C -10.2967 -1.3626 -1.6356 -0.25 0.63 -0.11 -0.09
C -11.4128 -0.5263 -1.7690 0.03 0.36 -0.04 0.00
C -11.2402 0.8501 -1.9300 0.06 -0.41 0.06 -0.06
C -9.9567 1.3952 -1.9488 0.22 -0.32 0.04 -0.06
C -8.8429 0.5638 -1.8217 -0.26 0.19 -0.04 0.01
C -9.0135 -0.8192 -1.6747 -0.30 0.63 -0.06 -0.08
C -7.8284 -1.6941 -1.5770 1.58 0.57 -0.02 -0.27
O -6.6999 -1.2164 -1.5981 -0.87 -0.31 -0.03 0.10
H -8.4905 -6.9890 -1.0869 0.01 0.20 -0.02 0.11
H -6.2070 -6.0336 -1.2927 -0.15 0.16 0.01 0.11
H -5.8995 -3.5864 -1.5146 -0.31 0.07 0.05 0.12
H -10.4700 -5.5019 -1.1468 0.18 0.27 -0.05 0.12
H -12.4184 -0.9434 -1.7522 0.33 -0.07 0.04 0.12
H -12.1081 1.4971 -2.0386 0.15 -0.14 0.03 0.10
H -9.8222 2.4682 -2.0669 0.00 -0.21 0.02 0.11
H -7.8438 0.9959 -1.8422 -0.17 -0.29 0.02 0.12
C 8.9198 6.7643 -0.7687 -0.15 -0.34 0.04 -0.06
C 10.1864 6.4649 -1.2699 -0.01 -0.39 -0.04 -0.07
C 10.5385 5.1398 -1.5315 -0.07 0.36 0.06 0.00
C 9.6251 4.1089 -1.2796 0.11 0.67 0.05 -0.09
C 8.3677 4.4062 -0.7553 0.20 0.68 -0.03 -0.08
C 8.0098 5.7383 -0.5101 0.23 0.24 -0.06 0.00
C 7.4145 3.3229 -0.4392 -1.41 0.11 0.56 -0.28
O 6.3085 3.5834 0.0180 0.71 -0.06 -0.28 0.10
C 7.8165 1.9216 -0.6736 -0.17 -0.61 0.08 -0.09
C 6.9449 0.8819 -0.3244 0.10 -0.27 -0.05 0.02
C 7.3118 -0.4457 -0.5550 -0.06 0.29 0.05 -0.03
C 8.5427 -0.7377 -1.1421 0.16 0.39 -0.04 -0.05
C 9.4153 0.2958 -1.4858 -0.19 -0.23 0.09 0.00
C 9.0551 1.6278 -1.2419 -0.03 -0.54 -0.03 -0.09
C 9.9998 2.7119 -1.5761 1.19 -0.54 -0.57 -0.28
O 11.0837 2.4559 -2.0878 -0.55 0.23 0.28 0.09
H 8.6421 7.7978 -0.5734 0.03 -0.20 -0.03 0.10
H 10.9001 7.2635 -1.4594 -0.12 -0.16 0.02 0.10
H 11.5272 4.9140 -1.9276 -0.30 -0.13 0.08 0.12
H 7.0250 5.9791 -0.1137 0.20 -0.25 -0.08 0.12
H 5.9807 1.1014 0.1314 0.27 0.08 -0.15 0.10
H 6.6357 -1.2518 -0.2783 0.05 0.18 -0.06 0.12
H 8.8258 -1.7714 -1.3285 -0.06 0.20 0.03 0.11
H 10.3766 0.0600 -1.9392 -0.20 0.24 0.12 0.12
```
Positions in Å, forces in eV/Å.